(1)
Below is a structure of composition C45H61Cl2HgN3O3S3, with properties calculated with ωB97M-V/def2-TZVPD.

```
! RIJCOSX wB97M-V def2-TZVPD def2/J DEFGRID3
* xyz -1 2
Hg -0.51 0.36 -1.73
C -1.84 1.91 5.14
C -0.48 2.49 4.79
C 0.54 1.98 5.83
C -0.57 4.02 4.90
C -0.02 2.10 3.39
C -0.75 1.28 2.58
C -0.31 0.96 1.26
N -1.01 0.22 0.40
C -2.07 -0.60 0.76
C -2.03 -1.35 1.93
C -3.08 -2.17 2.31
C -4.21 -2.17 1.48
C -4.28 -1.48 0.28
C -3.15 -0.73 -0.17
O -3.07 -0.16 -1.34
C -5.58 -1.45 -0.53
C -6.70 -2.25 0.14
C -6.06 0.00 -0.66
C -5.37 -2.03 -1.93
C -2.96 -3.03 3.57
C -4.27 -3.74 3.91
C -1.88 -4.09 3.35
C -2.57 -2.16 4.77
C 0.93 1.54 0.76
O 1.30 1.29 -0.43
C 1.70 2.37 1.65
C 1.21 2.61 2.91
C 3.02 2.96 1.16
C 3.68 3.85 2.22
C 3.99 1.82 0.84
C 2.80 3.82 -0.10
H -2.13 2.21 6.15
H -1.83 0.82 5.11
H -2.62 2.26 4.45
H 0.24 2.28 6.84
H 1.54 2.38 5.64
H 0.60 0.89 5.79
H -0.94 4.31 5.89
H -1.26 4.41 4.14
H 0.40 4.50 4.75
H -1.71 0.90 2.89
H -1.13 -1.31 2.52
H -5.06 -2.75 1.79
H -6.94 -1.87 1.14
H -6.45 -3.31 0.23
H -7.61 -2.17 -0.47
H -6.26 0.43 0.33
H -6.98 0.05 -1.25
H -5.29 0.61 -1.15
H -5.07 -3.08 -1.88
H -4.61 -1.46 -2.44
H -6.30 -1.98 -2.51
H -4.57 -4.43 3.11
H -5.08 -3.03 4.06
H -4.14 -4.33 4.82
H -2.14 -4.74 2.51
H -1.75 -4.71 4.24
H -0.92 -3.63 3.11
H -3.32 -1.38 4.94
H -1.61 -1.67 4.62
H -2.50 -2.77 5.68
H 1.79 3.25 3.57
H 3.89 3.30 3.14
H 3.07 4.72 2.46
H 4.64 4.22 1.83
H 4.23 1.25 1.74
H 4.93 2.22 0.43
H 3.55 1.15 0.10
H 2.09 4.63 0.12
H 2.39 3.22 -0.91
H 3.74 4.27 -0.41
Cl -0.85 3.29 -2.56
C -0.04 3.06 -4.09
C 0.53 4.20 -4.64
C 1.18 4.13 -5.86
C 1.24 2.91 -6.52
C 0.67 1.79 -5.95
Cl 0.79 0.31 -6.86
C 0.01 1.80 -4.71
S -0.70 0.32 -4.11
H 0.46 5.13 -4.10
H 1.63 5.01 -6.29
H 1.73 2.82 -7.48
C 8.76 1.07 -1.21
C 7.36 0.57 -1.45
C 6.53 1.18 -2.39
C 5.23 0.74 -2.58
C 4.75 -0.31 -1.83
C 5.55 -0.93 -0.88
C 6.85 -0.49 -0.71
S 3.02 -0.78 -2.03
C 3.34 -2.31 -2.93
O 2.46 0.16 -3.03
H 9.14 1.59 -2.09
H 9.44 0.26 -0.97
H 8.78 1.78 -0.38
H 6.91 2.01 -2.97
H 4.56 1.22 -3.29
H 5.16 -1.73 -0.27
H 7.48 -0.97 0.04
H 3.93 -2.07 -3.82
H 2.36 -2.70 -3.19
H 3.86 -3.01 -2.28
C -2.77 -2.34 -4.32
N -2.07 -2.24 -3.06
C -1.02 -3.00 -2.73
S -0.03 -2.65 -1.39
N -0.76 -4.03 -3.57
C 0.30 -5.01 -3.39
H -3.50 -1.54 -4.36
H -3.31 -3.29 -4.44
H -2.08 -2.21 -5.16
H -2.43 -1.55 -2.39
H -1.45 -4.23 -4.27
H 0.81 -4.79 -2.46
H 1.01 -4.96 -4.21
H -0.12 -6.01 -3.34
*
```

The value obtained for the energy relative to the best compared isomer or geometry (same formula, charge and spin) is 0.00 kJ/mol. Its electronic energy is -119997.4674 eV. The LUMO energy (spin up / spin down) comes out at 2.27 / 1.90 eV. The gap between HOMO and LUMO (spin up / spin down) comes out at 5.865 / 5.898 eV.

---

(2)
Below is a cluster of 2 separate species, C7H16NO in total, with properties calculated with ωB97M-V/def2-TZVPD.

```
! RIJCOSX wB97M-V def2-TZVPD def2/J DEFGRID3
* xyz 1 1
C -1.69 1.24 -2.41
C -1.31 1.57 -1.18
C -0.17 -1.41 -1.06
C -0.81 -0.35 1.60
C 1.69 -1.23 1.50
C 0.59 -0.29 -0.48
C 0.67 -0.08 0.99
N 1.16 1.14 1.48
O 1.37 0.35 -1.25
H -2.58 0.74 -2.43
H -1.22 1.73 -3.25
H -1.81 1.15 -0.28
H -0.66 -2.02 -0.33
H 0.63 -2.00 -1.62
H -0.90 -0.87 -1.79
H -0.62 -0.18 2.60
H -1.58 0.38 1.30
H -0.94 -1.36 1.54
H 1.71 -1.12 2.57
H 2.64 -0.89 1.06
H 1.40 -2.22 1.20
H 1.10 1.24 2.54
H -0.52 2.39 -1.02
H 0.75 1.90 0.87
H 1.10 0.17 -2.16
*
```

The value obtained for the energy relative to the best compared isomer or geometry (same formula, charge and spin) is 342.25 kJ/mol. Its electronic energy is -11046.3001 eV. The LUMO energy comes out at -5.02 eV. The gap between HOMO and LUMO comes out at 8.257 eV.

---

(3)
Below is a cluster of 10 separate species, C3H26NO10S2 in total, with properties calculated with ωB97M-V/def2-TZVPD.

```
! RIJCOSX wB97M-V def2-TZVPD def2/J DEFGRID3
* xyz 1 1
N -1.40 -0.07 -1.20
C -2.01 1.23 -0.80
C -2.92 1.86 -1.94
O -2.88 1.48 -3.06
C -0.92 2.31 -0.70
S -0.84 3.01 1.06
S 0.31 2.33 2.49
H -1.36 -0.18 -2.22
H -0.43 -0.09 -0.79
H -1.61 -0.99 -0.78
H -2.66 1.11 0.07
H -3.36 2.71 -1.42
H 0.00 1.80 -0.99
H -0.97 3.24 -1.26
H 1.62 2.69 2.36
H 2.14 -1.32 2.96
H 2.18 -0.09 3.94
O 2.19 -0.36 3.02
H 2.57 -2.95 0.26
H 2.48 -1.95 -0.79
O 2.52 -2.92 -0.70
H 1.54 2.20 -3.19
H 1.30 1.11 -4.42
O 1.12 1.41 -3.53
H 1.53 0.48 -0.57
H 1.20 0.02 0.68
O 1.21 -0.37 -0.22
H -2.20 -0.02 2.30
H -1.05 -0.78 1.73
O -1.75 -0.18 1.47
H -1.76 -0.83 4.57
H -2.22 -2.17 3.85
O -1.60 -1.44 3.85
H 0.77 -3.03 -0.67
H -0.35 -3.10 0.40
O -0.12 -2.65 -0.41
H -1.67 -2.90 -3.50
H -0.40 -2.28 -3.09
O -1.35 -2.15 -2.99
H 3.17 0.92 1.91
H 4.47 1.41 1.05
O 3.54 1.51 1.25
*
```

The value obtained for the energy relative to the best compared isomer or geometry (same formula, charge and spin) is 64.12 kJ/mol. Its electronic energy is -47161.3713 eV. The LUMO energy comes out at -2.76 eV. The gap between HOMO and LUMO comes out at 8.872 eV.

---

(4)
Below is the molecule C16H20N4O3S3, with properties calculated with ωB97M-V/def2-TZVPD.

```
! RIJCOSX wB97M-V def2-TZVPD def2/J DEFGRID3
* xyz 0 1
C 5.94 1.38 0.61
C 4.88 0.33 0.43
C 4.81 -0.76 1.28
C 3.83 -1.72 1.10
C 2.91 -1.60 0.07
N 1.91 -2.60 -0.06
C 0.60 -2.28 -0.04
N 0.14 -1.08 0.01
N -1.19 -1.00 -0.04
C -1.78 -2.14 -0.09
S -3.50 -2.32 -0.18
C -3.96 -0.63 -0.69
C -3.68 0.42 0.38
O -4.32 0.50 1.41
N -2.73 1.31 0.02
C -2.30 2.37 0.90
C -1.12 1.95 1.80
C 0.14 1.86 0.97
S -0.22 2.84 -0.52
O 0.76 3.87 -0.74
O -0.49 1.97 -1.63
C -1.81 3.53 0.06
S -0.67 -3.52 -0.11
C 2.99 -0.54 -0.84
C 2.10 -0.42 -2.03
C 3.98 0.42 -0.62
H 6.81 1.14 0.00
H 6.25 1.44 1.65
H 5.57 2.36 0.30
H 5.52 -0.87 2.09
H 3.77 -2.56 1.77
H 2.16 -3.53 0.22
H -5.04 -0.70 -0.85
H -3.44 -0.41 -1.62
H -2.09 1.11 -0.75
H -3.17 2.63 1.53
H -1.02 2.68 2.60
H -1.36 0.98 2.26
H 0.37 0.85 0.64
H 1.01 2.31 1.45
H -1.61 4.42 0.64
H -2.45 3.75 -0.79
H 1.77 -1.40 -2.37
H 2.63 0.07 -2.84
H 1.22 0.18 -1.80
H 4.04 1.25 -1.30
*
```

The value obtained for the energy relative to the best compared isomer or geometry (same formula, charge and spin) is 0.00 kJ/mol. Its electronic energy is -61525.2610 eV. The LUMO energy comes out at 0.27 eV. The structure (SMILES) is Cc1ccc(Nc2nnc(SCC(=O)N[C@H]3CCS(=O)(=O)C3)s2)c(C)c1. The gap between HOMO and LUMO comes out at 8.500 eV.

---

(5)
Below is the molecule C19H24O7, with properties calculated with ωB97M-V/def2-TZVPD.

```
! RIJCOSX wB97M-V def2-TZVPD def2/J DEFGRID3
* xyz 0 1
C 1.46 -3.26 -3.13
C 2.28 -2.88 -2.06
C 3.67 -3.47 -1.89
C 1.77 -1.86 -1.11
O 2.50 -1.59 -0.17
O 0.55 -1.31 -1.32
C 0.08 -0.27 -0.47
C -0.58 -0.98 0.76
C -0.10 -0.56 2.20
O -0.70 -1.55 3.08
C -1.11 -0.21 3.33
C -2.45 0.39 2.88
C -2.30 1.82 2.35
C -0.96 2.21 1.75
C -0.76 2.33 0.37
C -1.66 1.73 -0.63
O -2.02 2.75 -1.58
C -1.27 2.52 -2.65
O -1.27 3.22 -3.65
C -0.35 1.28 -2.54
C -0.35 0.40 -3.86
C -0.92 0.56 -1.31
C 0.24 2.35 2.61
O 1.32 1.49 2.14
C 1.31 0.09 2.42
O 1.59 -0.10 3.79
H 1.83 -3.97 -3.84
H 0.46 -2.88 -3.32
H 3.72 -4.16 -1.06
H 4.38 -2.61 -1.79
H 3.88 -4.02 -2.83
H 0.90 0.38 -0.15
H -1.69 -0.94 0.65
H -0.35 -2.06 0.72
H -0.82 0.14 4.32
H -2.89 -0.28 2.10
H -3.15 0.38 3.74
H -2.49 2.57 3.13
H -3.12 1.96 1.64
H 0.20 2.73 0.03
H -2.59 1.34 -0.23
H 0.68 1.62 -2.29
H -0.19 1.04 -4.71
H 0.38 -0.35 -3.83
H -1.31 -0.12 -4.01
H -1.69 -0.10 -1.66
H 0.56 3.39 2.58
H 0.02 2.24 3.68
H 2.02 -0.40 1.75
H 1.33 -1.01 4.06
*
```

The value obtained for the energy relative to the best compared isomer or geometry (same formula, charge and spin) is 374.10 kJ/mol. Its electronic energy is -34421.7307 eV. The LUMO energy comes out at 0.18 eV. The structure (SMILES) is C=C(C)C(=O)O[C@@H]1C[C@]23O[C@@H]2CC/C(=C\[C@H]2OC(=O)[C@H](C)[C@H]21)CO[C@H]3O. The gap between HOMO and LUMO comes out at 9.511 eV.

---

(6)
Below is the molecule C6H9NO, with properties calculated with ωB97M-V/def2-TZVPD.

```
! RIJCOSX wB97M-V def2-TZVPD def2/J DEFGRID3
* xyz 0 1
C -0.49 -2.03 0.04
C -0.79 -0.56 0.05
C -2.16 -0.24 -0.12
N -3.26 0.09 -0.05
C 0.08 0.54 0.04
C -0.25 1.99 -0.14
C 1.53 0.32 0.41
O 2.20 -0.71 -0.34
H -0.79 -2.46 0.94
H -1.24 -2.46 -0.65
H 0.51 -2.43 -0.14
H -1.36 2.16 -0.08
H 0.22 2.58 0.68
H 0.10 2.37 -1.10
H 1.45 -0.01 1.46
H 2.11 1.25 0.29
H 2.15 -0.37 -1.29
*
```

The value obtained for the energy relative to the best compared isomer or geometry (same formula, charge and spin) is 162.72 kJ/mol. Its electronic energy is -9903.9176 eV. The LUMO energy comes out at 0.33 eV. The structure (SMILES) is C/C(C#N)=C(/C)CO. The gap between HOMO and LUMO comes out at 9.619 eV.

---

(7)
Below is a cluster of 2 separate species, H2N2O3Si in total, with properties calculated with ωB97M-V/def2-TZVPD.

```
! RIJCOSX wB97M-V def2-TZVPD def2/J DEFGRID3
* xyz 0 1
O -0.71 -0.99 1.13
Si -0.29 0.55 1.30
H 0.85 0.76 0.57
H -1.22 1.33 2.11
O 1.35 -1.31 -0.39
N 0.15 -1.80 -0.34
N -0.75 -2.65 -0.97
O -0.41 -2.67 -2.12
*
```

The value obtained for the energy relative to the best compared isomer or geometry (same formula, charge and spin) is 431.41 kJ/mol. Its electronic energy is -17023.9114 eV. The LUMO energy (spin up / spin down) comes out at -1.65 / -1.64 eV. The structure (SMILES) is O=[SiH2].O=NN=O. The gap between HOMO and LUMO (spin up / spin down) comes out at 6.729 / 6.444 eV.

---

(8)
Below is a structure of composition C4H8N2, with properties calculated with ωB97M-V/def2-TZVPD.

```
! RIJCOSX wB97M-V def2-TZVPD def2/J DEFGRID3
* xyz 0 1
C 1.99 -0.79 0.02
C 0.93 0.36 -0.15
C -1.56 -0.81 -0.01
C -1.82 0.68 0.07
H 2.46 -1.42 -1.10
H 2.83 -0.07 0.58
H 1.79 -1.76 0.65
H 0.35 2.11 0.12
H -1.94 -1.38 -0.84
H -1.72 -1.16 1.03
H -1.57 1.42 1.06
H -2.59 1.19 -0.75
N 1.35 1.56 -0.13
N -0.49 0.09 -0.56
*
```

The value obtained for the energy relative to the best compared isomer or geometry (same formula, charge and spin) is 510.25 kJ/mol. Its electronic energy is -7252.5870 eV. The LUMO energy comes out at 0.89 eV. The gap between HOMO and LUMO comes out at 10.290 eV.